This record from OMol25 describes a molecular structure, C25H38AgN3O4P2S. The level of theory is ωB97M-V/def2-TZVPD.

## Properties
2S+1   1
M   646.5 g/mol
Total charge   0
Frontier orbital gap   8.44 eV
Energy above the lowest of the compared OMol25 structures with the same formula, charge and spin   158.2 kJ/mol
E_HOMO   -0.2910 hartree

Positions of all 74 atoms, in Å:
Ag1 2.463 -0.010 -0.780
S1 1.197 2.590 -0.268
P1 5.015 0.658 -0.173
P2 3.029 -2.213 -0.190
O1 1.659 3.945 -0.104
O2 -0.323 -2.521 -0.112
O3 1.510 1.674 0.838
O4 1.576 1.964 -1.558
N1 -2.289 0.989 -1.310
N2 -3.104 4.641 -4.040
N3 -1.984 -3.552 -1.280
C1 -2.789 4.090 -3.082
C2 -1.819 1.483 1.101
C3 6.498 0.739 -1.247
C4 -2.424 3.389 -1.872
C5 -3.299 1.677 1.204
C6 2.500 -2.746 1.467
C7 -3.435 -1.881 -0.174
C8 -2.644 -3.526 1.691
C9 -3.796 -3.020 0.800
C10 -2.852 1.957 -1.892
C11 5.417 1.892 1.110
C12 5.343 -0.920 0.745
C13 -2.809 -2.347 -1.498
C14 -3.660 2.944 1.020
C15 -2.283 4.331 -0.657
C16 -5.043 3.502 0.971
C17 -0.581 2.660 -0.309
C18 -1.507 -4.295 0.978
C19 -1.248 2.913 1.059
C20 -1.072 3.722 -1.272
C21 -1.138 -3.418 -0.190
C22 4.863 -2.164 -0.017
C23 -2.458 3.833 0.779
C24 -1.248 1.244 -0.357
C25 2.760 -3.695 -1.208
H1 -5.241 3.950 -0.007
H2 -4.573 -2.655 1.475
H3 -4.252 -3.858 0.259
H4 3.186 -3.541 -2.200
H5 -5.169 4.294 1.713
H6 -2.739 -1.201 0.324
H7 -3.056 -4.168 2.472
H8 7.421 0.671 -0.668
H9 -0.608 3.239 1.875
H10 1.688 -3.851 -1.315
H11 6.410 -1.000 0.973
H12 -5.793 2.733 1.153
H13 -1.858 -5.274 0.644
H14 -4.001 0.862 1.333
H15 -0.660 -4.431 1.650
H16 2.970 -3.692 1.745
H17 6.473 -0.070 -1.978
H18 6.491 1.680 -1.797
H19 -2.576 -4.363 -1.175
H20 2.761 -1.982 2.199
H21 5.415 2.885 0.660
H22 6.389 1.703 1.571
H23 -1.381 0.801 1.827
H24 5.199 -3.078 0.481
H25 5.285 -2.179 -1.027
H26 1.416 -2.848 1.457
H27 -0.530 0.426 -0.395
H28 3.217 -4.576 -0.752
H29 4.822 -0.842 1.705
H30 -3.578 -2.619 -2.222
H31 -2.476 4.713 1.426
H32 4.636 1.878 1.870
H33 -0.360 4.278 -1.864
H34 -3.682 1.731 -2.562
H35 -2.199 -2.662 2.191
H36 -2.547 5.355 -0.885
H37 -4.320 -1.285 -0.400
H38 -2.207 -1.552 -1.928